1.
The following is a DFT calculation (the ωB97M-V functional and the def2-TZVPD basis) of 14 unconnected molecules or ions with the total composition C50H129N7O14 at a distorted geometry.

XYZ file:
```
200
Properties=species:S:1:pos:R:3:mulliken_charge:R:1
C 2.08798 -2.19098 -5.92758 -1.288
C 2.73809 -3.65786 -6.12477 1.257
C 3.97897 -3.72742 -5.25813 -1.534
C 3.70282 -3.81798 -3.79211 0.830
C 2.84055 -5.01894 -3.46935 -1.574
C 1.52944 -5.00515 -4.27983 2.023
N 1.85805 -4.77499 -5.71215 0.403
O 0.82159 -4.94963 -6.56729 -0.476
C 0.91461 -6.40912 -4.14365 -2.190
C 0.55361 -3.92896 -3.68527 -1.553
C 3.25576 -3.77160 -7.60698 -1.980
H 2.44112 -1.77802 -4.98267 0.192
H 1.00187 -2.14712 -6.00856 0.089
H 2.53603 -1.54695 -6.68426 0.540
H 4.53594 -4.58523 -5.63502 0.380
H 4.64910 -2.88144 -5.41090 0.387
H 3.18395 -2.90900 -3.48777 -0.674
H 4.69054 -3.81342 -3.33115 0.551
H 2.59468 -5.03540 -2.40756 0.440
H 3.34841 -5.96958 -3.63201 0.387
H 0.79487 -6.59180 -3.07576 0.382
H -0.02980 -6.57263 -4.66276 0.422
H 1.60759 -7.16136 -4.52051 0.544
H -0.30751 -3.81683 -4.34404 0.390
H 0.22599 -4.11175 -2.66187 0.544
H 1.03642 -2.95225 -3.65308 -0.166
H 2.40023 -3.72076 -8.28046 0.405
H 3.67917 -4.76884 -7.72670 0.503
H 3.99325 -3.01572 -7.87692 0.402
H 0.88749 -5.87604 -6.81025 0.372
C 3.14739 2.59455 2.75174 -1.296
C 4.49900 2.75072 3.56641 1.958
C 4.17508 3.62941 4.83025 -1.416
C 3.47740 2.95003 5.99793 0.114
C 4.27177 1.71830 6.42442 -1.391
C 4.49594 0.72065 5.24820 1.683
N 5.05286 1.48118 4.07669 0.292
O 5.48807 0.67497 3.06855 -0.396
C 5.47491 -0.37029 5.75731 -2.066
C 3.17330 0.04914 4.89300 -1.317
C 5.50007 3.46933 2.63844 -2.109
H 3.34441 1.80467 2.02691 0.053
H 2.87907 3.40145 2.06982 0.846
H 2.24238 2.33999 3.30335 -0.287
H 5.12594 3.97855 5.23281 0.356
H 3.58210 4.48881 4.51735 0.401
H 2.44446 2.70413 5.75159 -0.233
H 3.35880 3.64384 6.83019 0.425
H 3.83824 1.29431 7.33018 0.426
H 5.27335 2.03663 6.71357 0.374
H 5.06323 -0.97878 6.56251 0.356
H 5.84287 -1.02024 4.96341 0.375
H 6.40470 0.10281 6.07315 0.509
H 2.94500 -0.53542 5.78421 0.520
H 2.32907 0.73165 4.79527 -0.378
H 3.26239 -0.63753 4.05119 0.486
H 5.66341 2.84573 1.75951 0.329
H 6.50090 3.41338 3.06661 0.492
H 5.27288 4.50573 2.38875 0.381
H 6.43264 0.83216 3.13697 0.360
C -1.10489 -2.86050 1.25699 -2.082
C -0.43478 -1.58795 0.70904 3.334
C -0.19382 -1.77803 -0.77374 -1.699
C 0.26551 -0.49072 -1.47616 -0.972
C -0.78054 0.61458 -1.22462 -0.139
C -1.18601 0.90033 0.22953 2.005
N -1.37362 -0.48287 0.87758 0.125
O -1.85862 -0.43889 2.14141 1.884
C -0.08431 1.70060 1.00946 0.518
C -2.48384 1.74249 0.33593 -1.835
C 0.87778 -1.39966 1.51748 -1.475
H -0.95970 -2.98219 2.33041 -0.231
H -0.83208 -3.76270 0.70955 0.370
H -2.18812 -2.86039 1.13574 0.330
H 0.61560 -2.47866 -0.97882 0.509
H -1.10478 -2.15046 -1.24230 0.513
H 0.50095 -0.57072 -2.53742 0.330
H 1.15332 -0.09858 -0.98007 0.456
H -1.68002 0.34365 -1.77748 0.106
H -0.39208 1.51193 -1.70624 -0.514
H 0.90868 1.25236 0.97546 -0.399
H 0.04989 2.61267 0.42789 0.071
H -0.36776 1.97908 2.02445 -0.627
H -2.50042 2.55149 -0.39437 0.285
H -3.29237 1.03472 0.15299 -0.085
H -2.70319 2.05000 1.35840 0.097
H 1.39955 -2.30174 1.83698 0.533
H 0.95046 -0.75742 2.39517 -0.278
H 1.64878 -0.89630 0.93413 -0.151
H -2.78434 -0.68337 2.07155 -0.559
C -3.27272 1.20182 5.04783 -1.518
C -1.86621 0.67154 5.44966 0.473
C -1.71451 -0.86859 5.65938 -0.412
O -0.30351 -1.16496 5.80138 -0.321
C 0.03151 -2.54160 5.67151 -0.713
N -1.00261 1.05755 4.33395 0.280
H -3.62435 0.76183 4.11461 0.028
H -3.20274 2.23523 4.70831 0.335
H -4.07970 1.27463 5.77692 0.445
H -1.63496 1.12808 6.41205 0.463
H -2.12799 -1.39921 4.80173 -0.236
H -2.26324 -1.27556 6.50872 0.551
H -0.73756 -3.19743 6.07957 0.400
H 1.02122 -2.84422 6.01356 0.305
H 0.07615 -2.82476 4.61989 0.108
H -0.24945 0.46307 4.64930 -0.253
H -1.19991 0.58410 3.46387 -0.285
C 0.21448 4.41465 -2.93273 -1.496
C 1.75955 4.42677 -2.82451 0.292
C 2.30308 3.17883 -2.08389 0.565
O 3.66422 3.40200 -1.71449 -0.531
C 4.14782 2.30510 -1.04230 -0.457
N 2.25947 4.45378 -4.19526 -0.901
H -0.08351 5.09527 -3.73027 0.549
H -0.18505 4.83977 -2.01200 0.460
H -0.22098 3.47487 -3.27227 0.013
H 1.97761 5.36569 -2.31562 0.349
H 2.23870 2.31619 -2.74708 0.260
H 1.70045 3.02372 -1.18897 -0.392
H 5.10498 2.54205 -0.57776 0.285
H 4.28973 1.41802 -1.65959 0.459
H 3.58911 1.93067 -0.18455 -0.002
H 1.95019 3.58459 -4.60628 0.228
H 3.24852 4.27236 -4.10054 0.399
C -3.31955 -4.69583 3.96139 -1.143
C -4.49385 -4.85972 2.91572 0.657
C -5.06801 -6.26037 2.85489 -0.959
O -3.94295 -7.10360 2.76561 -0.275
C -4.13144 -8.40374 3.29901 -0.877
N -5.52679 -3.90782 3.16328 -0.654
H -3.00678 -3.66719 4.14074 0.107
H -2.40782 -5.15634 3.58091 0.343
H -3.65132 -5.05998 4.93372 0.505
H -4.02474 -4.60227 1.96611 -0.048
H -5.80907 -6.38042 2.06463 0.455
H -5.71064 -6.49721 3.70285 0.428
H -3.24101 -9.03195 3.32283 0.272
H -4.91454 -8.98320 2.81006 0.320
H -4.37458 -8.37229 4.36108 0.359
H -5.80784 -3.97075 4.13134 0.280
H -6.42848 -4.10495 2.75315 0.245
C -5.20470 5.23836 -5.78794 -1.285
C -5.07439 6.37876 -4.77467 0.366
C -4.36772 5.89901 -3.50097 -0.356
O -5.03218 4.85391 -2.89941 -0.357
C -4.59577 4.34650 -1.67619 -0.442
N -4.53038 7.52503 -5.43696 -0.726
H -5.78805 4.35517 -5.52759 0.324
H -4.19756 5.03571 -6.15225 0.261
H -5.70922 5.57802 -6.69248 0.384
H -6.07211 6.55674 -4.37346 0.294
H -4.35774 6.79156 -2.87539 0.271
H -3.32232 5.74325 -3.76738 0.095
H -4.61448 5.08389 -0.87369 0.342
H -3.54458 4.07260 -1.76612 0.051
H -5.09466 3.42290 -1.38267 0.294
H -3.59457 7.33247 -5.76449 0.251
H -4.29239 8.32476 -4.86785 0.279
C 0.72369 0.87201 -5.70204 -0.633
O 0.57615 2.20463 -5.32508 -0.493
H 0.63036 0.61880 -6.75810 0.453
H 1.73239 0.53053 -5.46966 0.229
H 0.09080 0.27490 -5.04552 0.154
H -0.33014 2.43319 -5.54419 0.241
C -5.29613 -0.53853 1.56752 -0.400
O -4.43187 -1.44634 2.15514 -0.611
H -6.33093 -0.87009 1.65343 0.470
H -5.16110 0.42511 2.05869 0.183
H -4.96252 -0.47241 0.53193 -0.225
H -4.94969 -2.20307 2.43943 0.303
C -4.31588 -1.39642 -1.78308 -0.635
O -4.61440 -0.22027 -2.49477 -0.519
H -3.47625 -1.29940 -1.09481 0.230
H -5.24924 -1.65670 -1.28387 0.256
H -4.19012 -2.24592 -2.45438 0.346
H -4.12879 -0.33057 -3.31552 0.395
C 0.82876 5.45368 1.17960 -0.153
O -0.54827 5.32500 1.40892 -0.580
H 1.35997 5.54602 2.12692 0.124
H 1.38073 4.64491 0.70072 -0.188
H 1.08815 6.33052 0.58634 0.448
H -0.69329 4.62035 2.04455 0.334
C -0.03218 4.45391 4.91204 -0.925
O -0.15592 3.64440 3.73555 0.134
H -0.94710 5.02426 5.07244 0.240
H 0.13419 3.79744 5.76614 0.309
H 0.70183 5.25565 4.83111 0.297
H -0.29758 2.76312 4.08893 0.119
C 4.92780 -1.66222 -0.72508 0.040
O 5.88361 -0.71666 -1.04373 -0.549
H 4.24473 -1.35183 0.06560 0.097
H 4.25468 -1.72841 -1.57985 -0.259
H 5.40788 -2.60875 -0.47667 0.401
H 6.30608 -0.40652 -0.23941 0.302
C -2.25557 -1.80769 -4.52536 -0.939
O -3.25175 -0.91333 -4.76121 -0.586
H -1.53053 -1.74178 -5.33659 0.554
H -1.72839 -1.50286 -3.62134 0.181
H -2.65041 -2.81206 -4.37222 0.465
H -3.47705 -0.89924 -5.69429 0.332
```

E_LUMO = 0.0120 Eh
HOMO-LUMO gap = 0.29820 Eh
HOMO energy = -0.2862 Ha

2.
The following is a DFT calculation (the ωB97M-V functional and the def2-TZVPD basis) of a molecular structure, C20H16N9OPdS3.

XYZ file:
```
50
Properties=species:S:1:pos:R:3:nbo_charge:R:1
Pd -0.69041 -0.32205 -1.59899 0.798
S -2.48623 6.57145 0.56946 0.988
N -1.26102 6.05129 -0.33676 -0.598
C -1.41160 4.74337 -0.46577 0.165
C -0.52719 3.86536 -1.20867 -0.086
C 0.59843 4.30360 -1.90745 -0.089
C 1.36127 3.37822 -2.58100 -0.233
C 1.00214 2.03417 -2.53396 0.079
N -0.06323 1.60508 -1.86878 -0.415
C -0.83616 2.50729 -1.21769 0.170
C -2.01907 1.99589 -0.53782 0.253
N -2.24328 0.67436 -0.64716 -0.456
C -3.30576 0.13761 -0.07027 0.087
C -4.21065 0.90495 0.66081 -0.225
C -3.99793 2.25934 0.78563 -0.093
C -2.88018 2.82869 0.17000 -0.084
C -2.55285 4.24008 0.20874 0.095
N -3.24630 5.17692 0.83410 -0.580
H 0.84623 5.35681 -1.91052 0.253
H 2.23616 3.67091 -3.14289 0.248
H 1.59484 1.28339 -3.03868 0.231
H -3.43030 -0.92935 -0.20065 0.235
H -5.06496 0.42734 1.11807 0.247
H -4.67637 2.89062 1.34392 0.252
N -1.65092 -4.17448 -0.41403 -0.791
C -1.24680 -2.90054 -0.28571 0.688
O -1.53344 -2.12312 -1.25677 -0.705
C -0.55960 -2.51493 0.89436 -0.602
C -0.20165 -1.17551 1.15526 0.321
N 0.09204 -0.07685 1.37084 -0.424
C -0.11203 -3.51790 1.78435 0.301
N 0.29990 -4.36082 2.45832 -0.382
H -1.55462 -4.83951 0.33379 0.420
H -2.08565 -4.45113 -1.27703 0.419
S 1.59484 -3.00094 -1.82908 0.206
C 2.44457 -2.59198 -0.34299 0.368
N 2.75658 -1.35542 -0.04599 -0.560
C 3.32879 -0.94607 1.24167 -0.223
C 3.06257 -2.01627 2.28565 -0.431
C 3.42536 -3.39022 1.75013 -0.225
N 2.77094 -3.59692 0.45164 -0.555
H 2.43284 -0.65480 -0.70473 0.440
H 2.84719 -0.01114 1.52188 0.242
H 4.39894 -0.77551 1.11327 0.209
H 2.01149 -2.00247 2.57264 0.231
H 3.64910 -1.80469 3.17839 0.246
H 3.06879 -4.17055 2.41797 0.250
H 4.50483 -3.49312 1.62411 0.208
H 2.38221 -4.50411 0.24822 0.431
S 1.13815 -1.20633 -2.66984 -0.324
```

E_LUMO = -0.1347 Eh
HOMO-LUMO gap = 0.26813 Eh
HOMO energy = -0.4028 Ha
total charge = +1

Record order is preserved below.
Energy above the lowest of the compared OMol25 structures with the same formula, charge and spin: 322.9 0.0 kJ/mol